1.
Entry from the Open Molecules 2025 dataset: a structure of composition C28H34ClFIrN5O5S (ωB97M-V/def2-TZVPD).

Relative energy (zero: lowest compared OMol25 entry of this formula, charge and spin)   0.0 kJ/mol
Total charge   +3
Spin multiplicity   6
Energy   -76163.8682 eV

Geometry as XYZ:
```
76
C28H34ClFIrN5O5S ωB97M-V/def2-TZVPD
Ir -2.936 1.227 1.588
C 0.397 -2.306 -4.326
C 0.483 -2.965 -2.959
N 0.176 -2.020 -1.860
C -1.064 -1.992 -1.375
C -1.502 -1.147 -0.383
C -2.914 -1.363 0.065
O -3.620 -2.181 -0.449
O -3.305 -0.647 1.129
C -0.604 -0.204 0.163
O -0.882 0.614 1.099
C 0.746 -0.217 -0.377
C 1.704 0.685 0.102
C 2.979 0.660 -0.371
F 3.869 1.520 0.150
C 3.399 -0.251 -1.363
C 2.439 -1.122 -1.854
C 1.126 -1.129 -1.367
N 4.714 -0.293 -1.855
C 5.394 -1.571 -2.022
C 6.102 -1.597 -3.381
N 6.476 -0.181 -3.752
C 6.884 0.602 -2.536
C 5.653 0.814 -1.644
H 0.633 -3.036 -5.100
H 1.092 -1.469 -4.416
H -0.611 -1.933 -4.510
H 1.465 -3.395 -2.775
H -0.230 -3.780 -2.875
H -1.771 -2.703 -1.788
H 1.435 1.398 0.870
H 2.719 -1.795 -2.651
H 4.690 -2.395 -1.971
H 6.118 -1.726 -1.214
H 5.473 -1.984 -4.179
H 7.020 -2.179 -3.341
H 5.672 0.278 -4.181
H 7.223 -0.187 -4.448
H 7.303 1.553 -2.853
H 7.667 0.027 -2.047
H 5.163 1.749 -1.905
H 6.002 0.896 -0.614
Cl -7.055 8.271 -0.766
C -6.206 6.946 -0.275
C -6.445 6.413 1.032
C -5.746 5.316 1.422
C -4.808 4.732 0.534
C -4.560 5.267 -0.755
C -5.249 6.361 -1.169
C -4.088 3.492 0.981
O -3.197 2.969 0.241
O -4.389 2.973 2.074
H -7.174 6.885 1.678
H -5.898 4.874 2.397
H -3.828 4.791 -1.394
H -5.097 6.796 -2.148
C -3.765 -3.538 3.115
C -2.545 -2.937 3.790
N -2.781 -1.493 3.991
C -1.951 -0.472 4.060
S -2.694 1.134 4.006
N -0.633 -0.527 4.169
C 0.281 -1.662 4.381
C 0.989 -2.072 3.097
H -3.590 -4.595 2.920
H -3.975 -3.042 2.164
H -4.645 -3.463 3.757
H -1.668 -3.067 3.163
H -2.365 -3.415 4.752
H -3.754 -1.221 3.982
H -0.194 0.378 4.109
H -0.265 -2.486 4.821
H 1.004 -1.334 5.125
H 0.274 -2.400 2.338
H 1.680 -2.891 3.298
H 1.561 -1.235 2.688
```

2.
Entry from the Open Molecules 2025 dataset: a structure of composition C28H34CuNO3P (ωB97M-V/def2-TZVPD).

Relative energy (zero: lowest compared OMol25 entry of this formula, charge and spin)   57.5 kJ/mol
Total charge   +1
Energy   -91141.5803 eV

Geometry as XYZ:
```
68
C28H34CuNO3P ωB97M-V/def2-TZVPD
Cu 0.550 0.920 -0.111
C -2.775 4.500 0.781
C -2.259 3.032 0.572
C -3.106 1.965 1.281
C -1.949 2.660 -0.907
C -3.177 2.441 -1.820
O -2.945 1.115 -2.493
C -1.826 0.598 -1.821
N -1.268 1.350 -0.929
C -1.603 -0.815 -2.182
C -2.324 -1.312 -3.324
C -2.024 -2.591 -3.862
C -1.096 -3.318 -3.181
C -0.590 -2.974 -1.883
C -0.711 -1.695 -1.474
P 0.429 -1.210 -0.178
C -0.383 -1.770 1.386
C -1.122 -0.861 2.218
C -2.029 -1.389 3.148
C -2.199 -2.759 3.305
C -1.483 -3.597 2.489
C -0.523 -3.128 1.586
C 1.972 -2.159 -0.456
C 2.683 -2.689 0.611
C 3.717 -3.623 0.343
C 4.185 -3.740 -0.971
C 3.488 -3.137 -2.051
C 2.444 -2.294 -1.768
H -2.963 4.634 1.840
H -3.618 4.710 0.189
H -2.009 5.256 0.576
H -1.214 2.997 1.026
H -4.137 2.083 1.016
H -2.997 2.189 2.392
H -2.824 0.940 1.000
H -1.249 3.477 -1.277
H -3.268 3.151 -2.641
H -4.192 2.386 -1.275
H -3.105 -0.759 -3.768
H -2.489 -2.940 -4.768
H -0.760 -4.345 -3.560
H 0.024 -3.705 -1.368
H -0.915 0.217 2.179
H -2.727 -0.668 3.551
H -2.863 -3.160 4.041
H -1.644 -4.664 2.516
H 0.135 -3.826 1.017
H 2.456 -2.424 1.622
H 4.106 -4.296 1.157
H 5.059 -4.352 -1.218
H 3.664 -3.444 -3.068
H 1.853 -1.857 -2.614
C 1.442 1.857 3.385
O 1.696 1.851 1.955
C 3.071 2.202 1.664
C 3.079 2.813 0.271
O 2.505 1.861 -0.648
C 2.885 1.929 -2.024
H 2.047 2.686 3.827
H 1.674 0.931 3.901
H 0.405 2.062 3.591
H 3.705 1.262 1.628
H 3.433 2.896 2.448
H 4.115 2.948 0.031
H 2.516 3.782 0.253
H 2.584 2.832 -2.560
H 2.412 1.060 -2.478
H 4.033 1.910 -2.120
```

3.
Entry from the Open Molecules 2025 dataset: a structure of composition C28H34F6N6O6S3Ta (ωB97M-V/def2-TZVPD).

Total charge   +1
Energy   -101177.7166 eV

Geometry as XYZ:
```
84
C28H34F6N6O6S3Ta ωB97M-V/def2-TZVPD
Ta 0.960 0.970 -0.772
O 0.441 7.014 -2.404
C 0.497 5.733 -2.045
C -0.571 5.058 -1.439
C -0.385 3.737 -1.125
N 0.744 3.086 -1.367
C 1.768 3.732 -1.925
C 1.695 5.051 -2.286
C 2.955 2.832 -2.099
O 3.933 3.139 -2.715
O 2.717 1.654 -1.546
C -1.375 2.860 -0.440
O -2.452 3.192 -0.051
O -0.867 1.623 -0.296
H -0.419 7.403 -2.200
H -1.514 5.537 -1.210
H 2.543 5.543 -2.742
C 5.068 0.701 3.501
S 3.672 1.820 3.324
C 2.941 1.233 1.855
S 1.528 2.135 1.398
N 3.453 0.231 1.243
N 2.775 -0.189 0.077
C 3.478 -1.068 -0.531
C 3.064 -1.979 -1.613
C 4.000 -2.377 -2.561
C 3.654 -3.395 -3.435
C 2.411 -3.992 -3.301
C 1.543 -3.515 -2.327
N 1.849 -2.517 -1.506
H 5.561 0.992 4.427
H 5.759 0.809 2.670
H 4.732 -0.330 3.572
H 4.471 -1.239 -0.124
H 4.974 -1.908 -2.602
H 4.355 -3.734 -4.186
H 2.111 -4.814 -3.936
H 0.558 -3.950 -2.206
C -3.444 -3.541 3.238
C -2.518 -4.591 2.632
C -1.340 -4.033 1.838
C -0.382 -3.151 2.632
N -0.863 -1.781 2.825
C -0.821 -0.802 1.919
S 0.044 -1.135 0.455
N -1.441 0.334 2.190
C -2.003 0.703 3.486
C -2.916 1.910 3.336
C -4.206 1.611 2.576
C -5.096 0.586 3.268
H -4.355 -3.999 3.624
H -3.738 -2.791 2.499
H -2.985 -3.023 4.085
H -3.099 -5.236 1.970
H -2.140 -5.244 3.425
H -1.702 -3.464 0.976
H -0.761 -4.864 1.427
H 0.590 -3.094 2.145
H -0.213 -3.557 3.631
H -1.457 -1.626 3.623
H -1.357 1.053 1.487
H -1.189 0.900 4.190
H -2.591 -0.132 3.876
H -2.355 2.714 2.848
H -3.150 2.274 4.339
H -3.969 1.278 1.563
H -4.752 2.548 2.452
H -4.679 -0.423 3.224
H -6.077 0.539 2.795
H -5.251 0.835 4.320
C 0.968 -0.797 -4.649
C 0.035 -0.112 -3.666
O 0.679 0.095 -2.434
C -1.224 -0.961 -3.385
F -2.011 -1.018 -4.462
F -1.935 -0.474 -2.367
F -0.865 -2.211 -3.066
C -0.338 1.287 -4.205
F -0.847 1.228 -5.431
F -1.228 1.910 -3.411
F 0.757 2.062 -4.248
H 1.294 -1.741 -4.230
H 1.834 -0.161 -4.819
H 0.470 -0.982 -5.599
```

4.
Entry from the Open Molecules 2025 dataset: a structure of composition C28H34FeN4Si2 (ωB97M-V/def2-TZVPD).

Total charge   +1
Spin multiplicity   2
Energy   -85685.2828 eV

Geometry as XYZ:
```
69
C28H34FeN4Si2 ωB97M-V/def2-TZVPD
Fe -0.473 0.174 -0.143
C -3.227 1.467 0.041
N -1.856 1.784 0.414
C -1.166 2.560 -0.590
C -0.861 1.724 -1.818
C -0.340 2.337 -2.960
C -0.301 1.647 -4.159
C -0.885 0.377 -4.219
C -1.450 -0.141 -3.073
N -1.413 0.485 -1.896
C -1.725 2.305 1.766
C -0.750 1.484 2.569
C -0.336 1.921 3.812
C 0.520 1.130 4.568
C 0.921 -0.089 4.022
C 0.471 -0.441 2.772
N -0.338 0.327 2.016
C -3.497 -0.005 0.174
C -4.804 -0.461 0.108
C -5.063 -1.821 0.180
C -3.973 -2.675 0.305
C -2.708 -2.129 0.369
N -2.440 -0.820 0.309
H -3.394 1.741 -1.004
H -3.950 2.026 0.645
H -0.245 2.970 -0.169
H -1.775 3.432 -0.905
H 0.007 3.357 -2.908
H 0.125 2.103 -5.039
H -0.932 -0.166 -5.147
H -1.975 -1.084 -3.066
H -2.693 2.262 2.277
H -1.403 3.355 1.760
H -0.703 2.862 4.195
H 0.858 1.450 5.540
H 1.563 -0.755 4.577
H 0.767 -1.374 2.325
H -5.612 0.247 0.011
H -6.071 -2.202 0.142
H -4.105 -3.744 0.373
H -1.854 -2.772 0.478
C 0.513 -3.567 0.820
Si 0.611 -2.029 -0.374
C 0.257 -2.694 -2.151
C 2.496 -1.694 -0.287
C 3.403 -2.745 -0.362
C 4.760 -2.517 -0.230
C 5.223 -1.234 0.015
C 4.328 -0.183 0.081
C 2.967 -0.401 -0.084
Si 1.772 1.075 -0.165
C 2.446 2.117 -1.645
C 2.134 2.218 1.345
H 0.845 -4.445 0.274
H -0.463 -3.798 1.231
H 1.191 -3.438 1.658
H 0.951 -3.506 -2.352
H 0.410 -1.938 -2.913
H -0.748 -3.086 -2.255
H 3.054 -3.752 -0.528
H 5.457 -3.337 -0.305
H 6.279 -1.054 0.147
H 4.688 0.815 0.273
H 3.518 2.227 -1.515
H 2.020 3.114 -1.668
H 2.290 1.655 -2.614
H 3.042 2.779 1.146
H 2.292 1.634 2.245
H 1.349 2.936 1.556
```

5.
Entry from the Open Molecules 2025 dataset: a structure of composition C28H34IN4O2STc (ωB97M-V/def2-TZVPD).

Relative energy (zero: lowest compared OMol25 entry of this formula, charge and spin)   80.1 kJ/mol
Total charge   +3
Spin multiplicity   4
Energy   -60748.9624 eV

Geometry as XYZ:
```
71
C28H34IN4O2STc ωB97M-V/def2-TZVPD
Tc 0.586 0.050 0.511
C -0.385 -2.822 -3.541
C -0.978 -1.435 -3.323
N -1.978 -1.192 -4.207
C -2.713 -0.129 -4.113
C -2.349 0.947 -3.280
C -3.137 2.164 -3.750
O -2.844 3.291 -2.937
C -1.426 0.784 -2.251
C -0.928 1.846 -1.426
N -0.274 1.739 -0.349
C 0.124 2.871 0.472
C -0.766 3.752 0.988
C -0.241 4.732 1.806
C 1.090 4.760 2.163
C 2.006 3.892 1.548
C 1.532 2.976 0.685
I 2.699 1.565 -0.402
C -0.686 -0.492 -2.237
O 0.113 -0.863 -1.320
H -1.202 -3.450 -3.937
H 0.060 -3.271 -2.591
H 0.390 -2.677 -4.254
H -3.576 0.025 -4.837
H -4.162 1.824 -3.747
H -2.979 2.433 -4.781
H -3.595 3.868 -2.734
H -1.221 2.828 -1.776
H -1.767 3.840 0.589
H -0.883 5.542 2.167
H 1.571 5.533 2.744
H 3.039 3.865 1.734
C 1.713 0.871 3.138
C 2.166 -0.507 3.530
C 3.002 -0.352 4.858
C 2.905 -1.168 2.346
C 2.167 -1.712 1.273
C 2.846 -2.256 0.130
C 4.222 -2.126 -0.023
C 4.955 -2.466 -1.312
C 4.918 -1.558 1.076
C 4.278 -1.077 2.210
H 1.471 1.466 4.005
H 0.758 0.914 2.506
H 2.481 1.411 2.505
H 1.308 -1.093 3.855
H 3.933 0.125 4.675
H 3.114 -1.358 5.255
H 2.420 0.219 5.597
H 1.176 -2.108 1.529
H 2.306 -2.816 -0.653
H 4.457 -1.966 -2.151
H 4.873 -3.548 -1.397
H 6.040 -2.246 -1.302
H 6.046 -1.600 1.049
H 4.718 -0.746 3.122
C -4.087 0.289 0.736
N -3.544 -0.909 0.076
C -4.491 -1.935 -0.514
C -3.593 -3.077 -0.960
N -2.338 -2.744 -0.062
C -2.425 -1.503 0.485
S -1.271 -0.792 1.589
H -3.425 1.123 0.672
H -4.128 0.074 1.817
H -5.058 0.487 0.392
H -5.002 -1.362 -1.326
H -5.112 -2.122 0.347
H -3.352 -3.138 -2.040
H -3.969 -4.091 -0.759
H -1.603 -3.400 0.113
```

6.
Entry from the Open Molecules 2025 dataset: an isolated molecule of C28H34N2O7S (ωB97M-V/def2-TZVPD).

Relative energy (zero: lowest compared OMol25 entry of this formula, charge and spin)   18.7 kJ/mol
Structure (SMILES)   COCCCN1C(=O)C(=O)/C(=C(/O)c2ccc(S(=O)(=O)N3CCOCC3)cc2)[C@@H]1c1ccc(C(C)C)cc1
Energy   -57735.0424 eV

Geometry as XYZ:
```
72
C28H34N2O7S ωB97M-V/def2-TZVPD
C -2.845 -2.777 2.400
O -3.505 -1.813 1.611
C -4.737 -2.231 1.075
C -4.632 -3.212 -0.098
C -4.147 -2.560 -1.395
N -2.832 -1.972 -1.284
C -1.748 -2.636 -0.836
O -1.707 -3.797 -0.485
C -0.571 -1.666 -0.899
O 0.551 -1.888 -0.499
C -1.097 -0.452 -1.513
C -0.421 0.692 -1.757
O -1.086 1.774 -2.212
C 1.028 0.825 -1.519
C 1.931 -0.062 -2.100
C 3.282 0.064 -1.839
C 3.721 1.073 -1.002
S 5.449 1.122 -0.525
O 6.236 0.527 -1.562
O 5.767 2.444 -0.073
N 5.529 0.118 0.797
C 4.889 0.585 2.004
C 5.428 -0.244 3.173
O 5.206 -1.618 2.962
C 5.826 -2.062 1.777
C 5.306 -1.291 0.560
C 2.841 1.975 -0.436
C 1.489 1.860 -0.707
C -2.580 -0.607 -1.714
C -3.388 0.392 -0.915
C -4.537 0.956 -1.449
C -5.305 1.827 -0.698
C -4.945 2.157 0.602
C -5.800 3.093 1.420
C -6.360 2.372 2.648
C -5.010 4.336 1.833
C -3.784 1.598 1.124
C -3.014 0.728 0.379
H -3.510 -3.166 3.181
H -2.004 -2.264 2.863
H -2.463 -3.610 1.803
H -5.346 -2.692 1.869
H -5.229 -1.309 0.749
H -5.620 -3.636 -0.284
H -3.953 -4.023 0.162
H -4.838 -1.766 -1.689
H -4.128 -3.325 -2.183
H -0.480 2.519 -2.329
H 1.571 -0.845 -2.747
H 4.008 -0.601 -2.278
H 5.137 1.639 2.122
H 3.796 0.461 1.944
H 4.911 0.010 4.100
H 6.505 -0.050 3.283
H 5.591 -3.123 1.689
H 6.915 -1.926 1.851
H 5.857 -1.563 -0.340
H 4.235 -1.504 0.423
H 3.229 2.756 0.198
H 0.786 2.546 -0.255
H -2.843 -0.506 -2.778
H -4.834 0.720 -2.462
H -6.199 2.255 -1.129
H -6.643 3.416 0.800
H -5.557 2.042 3.302
H -7.012 3.037 3.211
H -6.934 1.498 2.345
H -4.183 4.070 2.486
H -5.656 5.032 2.365
H -4.608 4.838 0.956
H -3.476 1.837 2.131
H -2.124 0.293 0.808
```